The following is a quantum chemistry calculation of the ion C6H6BrF2N2 with charge +1 in a non-equilibrium geometry, from the OMol25 dataset.

## Properties
Multiplicity: 1
Maximum force (hartree/bohr): 0.074
Total charge: +1
Structure (SMILES): N=C=C(Br)/C=C\[NH+]=C\C(F)F
Kohn-Sham gap (spin up / spin down) (eV): 6.77 / 6.77

Last column: natural (NBO) charge in e.
Atoms and positions in Å:
N: -1.6570 -2.3993 -0.7062  -0.523
C: -2.1411 -1.3707 -0.4893  0.561
C: -2.6807 -0.1320 -0.3865  -0.369
Br: -4.6033 -0.0282 0.0834  0.128
C: -1.9181 1.0199 -0.3494  -0.116
C: -0.6317 1.3714 -0.5996  -0.176
N: 0.5013 0.5879 -0.5070  -0.364
C: 1.0934 -0.0982 0.4277  0.144
C: 2.5326 -0.5974 0.2084  0.518
F: 2.9899 -0.1139 -0.9305  -0.307
F: 2.5090 -1.9492 0.2186  -0.310
H: -1.1177 -3.2151 -0.5299  0.468
H: -2.5280 1.9264 -0.3906  0.261
H: -0.3779 2.3037 -0.8729  0.230
H: 1.1133 0.7043 -1.2725  0.431
H: 0.6396 -0.2958 1.3812  0.236
H: 3.2445 -0.2352 1.1233  0.186